[1]
Computed, not measured: a cluster of 10 separate species, C24H31Cl36NO3P in total, with ωB97M-V with the def2-TZVPD basis set.

Values from the calculation:
Gap between HOMO and LUMO in eV: 4.5
LUMO energy in eV: 0.82

```
! RIJCOSX wB97M-V def2-TZVPD def2/J DEFGRID3
* xyz -1 1
C 2.40 -1.71 -3.55
C 1.84 -0.52 -3.28
C 1.75 -0.07 -1.87
O 2.33 -0.61 -0.97
O 0.96 1.01 -1.67
C -0.45 0.77 -1.91
C -1.28 1.74 -1.06
C -2.10 2.77 -1.89
C -3.61 2.57 -1.74
C -4.42 3.05 -2.94
C -5.92 2.73 -2.77
P -6.66 1.70 -4.24
C -8.16 1.06 -3.20
C -8.26 -0.47 -3.16
N -7.88 -1.11 -1.88
C -6.48 -0.89 -1.51
C -5.55 -1.89 -2.19
C -8.81 -0.97 -0.89
C -8.52 -1.65 0.44
O -9.88 -0.39 -1.03
H 3.28 -2.05 -3.01
H 1.98 -2.37 -4.31
H 1.46 0.12 -4.06
H -0.68 -0.26 -1.63
H -0.69 0.89 -2.97
H -0.61 2.24 -0.36
H -1.98 1.14 -0.46
H -1.81 2.70 -2.94
H -1.82 3.76 -1.52
H -3.83 1.50 -1.62
H -3.96 3.06 -0.83
H -4.04 2.56 -3.84
H -4.32 4.14 -3.00
H -6.03 2.23 -1.81
H -6.52 3.65 -2.71
H -5.83 0.51 -3.86
H -7.21 0.94 -5.39
H -7.44 2.88 -4.69
H -5.55 2.13 -5.12
H -8.23 1.51 -2.21
H -9.03 1.42 -3.76
H -7.60 -0.86 -3.95
H -9.27 -0.79 -3.39
H -6.34 -1.02 -0.44
H -6.16 0.13 -1.76
H -5.73 -2.89 -1.79
H -5.69 -1.86 -3.27
H -4.51 -1.63 -1.99
H -7.84 -1.02 1.02
H -8.04 -2.62 0.32
H -9.45 -1.74 1.00
C 5.05 2.54 -4.17
Cl 5.28 2.40 -5.92
Cl 4.49 4.18 -3.79
Cl 3.84 1.35 -3.65
Cl 6.56 2.22 -3.33
C 6.86 1.46 0.78
Cl 6.86 0.94 2.46
Cl 5.38 0.93 -0.01
Cl 6.96 3.22 0.69
Cl 8.25 0.73 -0.07
C 11.37 2.86 2.88
Cl 11.87 1.51 3.91
Cl 10.23 2.28 1.67
Cl 10.60 4.10 3.87
Cl 12.79 3.55 2.08
C 2.41 0.00 3.61
Cl 3.26 0.29 2.10
Cl 2.30 -1.74 3.91
Cl 3.29 0.77 4.95
Cl 0.78 0.68 3.52
C 12.64 -2.00 6.45
Cl 12.25 -2.54 8.10
Cl 13.62 -3.21 5.61
Cl 11.14 -1.75 5.56
Cl 13.54 -0.48 6.54
C 10.37 1.67 8.44
Cl 11.01 1.83 6.80
Cl 10.09 -0.04 8.78
Cl 11.53 2.32 9.60
Cl 8.84 2.55 8.56
C -6.29 -6.47 -2.27
Cl -6.11 -7.64 -0.95
Cl -4.69 -6.00 -2.86
Cl -7.21 -7.21 -3.58
Cl -7.14 -5.04 -1.68
C 15.81 -5.72 8.20
Cl 16.51 -5.59 6.58
Cl 15.51 -7.43 8.57
Cl 16.93 -5.05 9.39
Cl 14.29 -4.83 8.25
C -13.77 0.56 -0.78
Cl -14.64 1.18 0.64
Cl -12.91 -0.91 -0.36
Cl -14.94 0.22 -2.07
Cl -12.61 1.77 -1.34
*
```

=====

[2]
Computed, not measured: the molecule C5H8O, with ωB97M-V with the def2-TZVPD basis set.

Values from the calculation:
Gap between HOMO and LUMO in eV: 9.4
LUMO energy in eV: 0.84

```
! RIJCOSX wB97M-V def2-TZVPD def2/J DEFGRID3
* xyz 0 1
O 1.82 0.01 0.06
C 2.22 1.23 0.26
C 0.45 -0.22 0.48
C -0.33 -1.21 -0.38
C -1.54 -0.26 -0.25
C -0.56 0.87 0.14
H 3.24 1.22 -0.19
H 0.49 -0.49 1.54
H 0.07 -1.21 -1.40
H -0.43 -2.24 -0.03
H -2.15 -0.09 -1.14
H -2.20 -0.54 0.58
H -0.21 1.42 -0.73
H -0.83 1.58 0.92
*
```

=====

[3]
Computed, not measured: a cluster of 2 separate species, C3H8N2O4 in total, with ωB97M-V with the def2-TZVPD basis set.

Values from the calculation:
Gap between HOMO and LUMO in eV: 10.2
LUMO energy in eV: 0.48
SMILES string: CNC(N)=O.O=C(O)O

```
! RIJCOSX wB97M-V def2-TZVPD def2/J DEFGRID3
* xyz 0 1
C 2.05 0.59 0.79
N 1.05 -0.43 0.56
C 0.63 -0.83 -0.72
N 0.71 0.12 -1.70
O 0.20 -1.97 -0.88
H 1.58 1.58 0.75
H 2.51 0.45 1.76
H 2.83 0.58 0.03
H 0.97 -1.17 1.24
H 0.80 1.09 -1.45
H 0.07 -0.04 -2.46
O -1.35 1.12 0.15
C -1.99 0.13 0.41
O -3.17 0.26 1.06
O -2.12 -1.00 -0.41
H -3.38 1.20 1.19
H -1.39 -1.68 -0.31
*
```

=====

[4]
Computed, not measured: the molecule C5H6N2O3, with ωB97M-V with the def2-TZVPD basis set.

Values from the calculation:
Gap between HOMO and LUMO in eV: 9.5
LUMO energy in eV: 0.57
SMILES string: COc1nc(C(N)=O)co1

```
! RIJCOSX wB97M-V def2-TZVPD def2/J DEFGRID3
* xyz 0 1
C 0.34 -2.99 1.50
O -0.05 -1.65 1.77
C -0.09 -0.79 0.78
N -0.63 0.38 0.81
C -0.40 0.89 -0.46
C -0.85 2.24 -0.88
N 0.09 3.14 -1.22
O -1.78 2.82 -0.26
C 0.39 0.02 -1.15
O 0.56 -1.08 -0.36
H -0.25 -3.40 0.66
H 1.41 -3.04 1.27
H 0.13 -3.55 2.41
H 0.60 2.94 -2.07
H -0.39 4.06 -0.73
H 0.93 0.03 -2.09
*
```

=====

[5]
Computed, not measured: a cluster of 2 separate species, C4H12 in total, with ωB97M-V with the def2-TZVPD basis set.

Values from the calculation:
Gap between HOMO and LUMO in eV: 12.3
LUMO energy in eV: 1.15
SMILES string: CC.CC

```
! RIJCOSX wB97M-V def2-TZVPD def2/J DEFGRID3
* xyz 0 1
C -0.62 2.44 -0.64
C -1.00 1.13 -1.26
H -0.25 2.32 0.39
H 0.19 2.92 -1.17
H -1.47 3.12 -0.59
H -1.60 1.19 -2.19
H -1.38 0.31 -0.67
H -0.14 0.83 -1.90
C 0.78 -1.51 1.72
C 0.77 -2.09 0.27
H 1.62 -1.82 2.35
H 0.68 -0.43 1.61
H -0.09 -1.85 2.29
H 1.83 -1.94 0.07
H 0.20 -1.49 -0.43
H 0.49 -3.13 0.15
*
```

=====

[6]
Computed, not measured: a cluster of 2 separate species, C4H9N2 in total, with ωB97M-V with the def2-TZVPD basis set.

Values from the calculation:
⟨S²⟩: 2.016
Gap between HOMO and LUMO (alpha / beta) in eV: 6.7 / 5.1
LUMO energy (alpha / beta) in eV: -3.05 / -8.60

```
! RIJCOSX wB97M-V def2-TZVPD def2/J DEFGRID3
* xyz 1 3
C 1.64 -0.16 0.16
C 0.43 -0.18 0.33
C 3.02 -0.12 -0.10
C -0.98 -0.39 0.57
N -1.51 -1.36 -0.18
N -1.78 1.33 -0.12
H 3.35 -1.05 0.32
H 3.53 0.62 0.44
H 3.30 0.23 -1.01
H -1.53 -0.43 1.51
H -2.44 -1.71 -0.12
H -1.13 -1.50 -1.01
H -1.09 2.18 -0.15
H -2.17 1.15 -1.03
H -2.63 1.41 0.40
*
```

=====

[7]
Computed, not measured: a structure of composition C4H8CsO2S, with ωB97M-V with the def2-TZVPD basis set.

Values from the calculation:
⟨S²⟩: 0.760
Gap between HOMO and LUMO (alpha / beta) in eV: 13.2 / 6.6
LUMO energy (alpha / beta) in eV: -6.93 / -13.41

```
! RIJCOSX wB97M-V def2-TZVPD def2/J DEFGRID3
* xyz 2 2
Cs -3.58 -2.17 -1.22
C 0.59 0.61 -1.07
C 1.47 -0.18 -0.07
C 0.89 0.10 1.27
S -0.96 0.09 1.06
O -1.41 1.34 1.66
O -1.52 -1.18 1.52
C -0.82 0.13 -0.77
H 0.94 0.35 -2.07
H 0.74 1.68 -0.93
H 2.52 0.06 -0.22
H 1.34 -1.24 -0.28
H 1.19 1.12 1.49
H 1.22 -0.56 2.06
H -1.59 0.72 -1.27
H -1.01 -0.87 -1.16
*
```

=====

[8]
Computed, not measured: a structure of composition C43H56AsIrN5O3P2SSe2Si3, with ωB97M-V with the def2-TZVPD basis set.

Values from the calculation:
Gap between HOMO and LUMO in eV: 7.3
LUMO energy in eV: -2.39

```
! RIJCOSX wB97M-V def2-TZVPD def2/J DEFGRID3
* xyz 1 1
Ir -0.08 -0.05 -0.04
Se 4.92 5.13 1.12
P 4.41 3.94 -0.51
C 5.75 2.84 -1.04
C 5.93 2.44 -2.36
C 6.97 1.58 -2.69
C 7.83 1.12 -1.70
C 7.67 1.53 -0.39
C 6.64 2.40 -0.06
C 3.89 4.90 -1.95
C 2.55 5.25 -2.11
C 2.17 6.09 -3.14
C 3.13 6.60 -4.02
C 4.46 6.26 -3.85
C 4.85 5.42 -2.82
C 2.98 2.85 -0.16
C 2.41 1.68 -0.67
N 1.34 1.43 0.13
N 1.24 2.37 1.04
N 2.21 3.23 0.89
P 2.57 0.50 -1.99
Se 0.52 -0.17 -2.40
C 3.64 -0.85 -1.48
C 4.71 -0.59 -0.63
C 5.54 -1.63 -0.24
C 5.29 -2.92 -0.68
C 4.22 -3.18 -1.53
C 3.39 -2.15 -1.93
C 3.19 1.23 -3.50
C 4.13 0.56 -4.28
C 4.58 1.14 -5.46
C 4.10 2.38 -5.85
C 3.15 3.04 -5.07
C 2.68 2.46 -3.91
H 5.28 2.81 -3.14
H 7.11 1.28 -3.72
H 8.65 0.46 -1.97
H 8.36 1.20 0.38
H 6.52 2.75 0.96
H 1.80 4.87 -1.42
H 1.13 6.38 -3.25
H 2.83 7.26 -4.82
H 5.21 6.67 -4.52
H 5.89 5.19 -2.67
H 4.90 0.42 -0.28
H 6.37 -1.43 0.42
H 5.93 -3.73 -0.37
H 4.03 -4.19 -1.87
H 2.53 -2.35 -2.56
H 4.53 -0.40 -3.95
H 5.31 0.62 -6.07
H 4.46 2.84 -6.76
H 2.78 4.02 -5.37
H 1.94 2.97 -3.30
N -2.35 3.15 1.07
C -1.91 1.88 1.05
N -1.36 1.56 -0.10
C -1.42 2.71 -0.89
C -0.98 2.98 -2.19
C -1.19 4.25 -2.69
C -1.82 5.25 -1.93
C -2.26 5.00 -0.65
C -2.05 3.71 -0.15
H -2.76 3.60 1.86
H -1.96 1.22 1.90
H -0.51 2.21 -2.79
H -0.87 4.47 -3.69
H -1.96 6.23 -2.36
H -2.75 5.76 -0.06
C -0.92 -3.59 -3.08
Si -1.25 -3.83 -1.26
C -2.66 -5.05 -1.07
C 0.28 -4.44 -0.36
As -1.91 -1.75 -0.29
Si -3.66 -0.93 -1.69
C -4.72 -2.30 -2.38
C -2.89 -0.02 -3.13
C -4.74 0.21 -0.67
Si -3.01 -2.42 1.73
C -4.69 -3.14 1.29
C -1.99 -3.71 2.60
C -3.26 -0.92 2.81
H -0.65 -4.56 -3.51
H -0.09 -2.91 -3.26
H -1.79 -3.23 -3.62
H -2.35 -5.99 -1.53
H -3.57 -4.72 -1.58
H -2.91 -5.25 -0.03
H 1.11 -4.52 -1.06
H 0.10 -5.44 0.06
H 0.59 -3.79 0.45
H -4.15 -3.02 -2.97
H -5.44 -1.83 -3.06
H -5.29 -2.84 -1.63
H -2.04 -0.54 -3.57
H -2.58 0.99 -2.86
H -3.65 0.08 -3.92
H -5.31 -0.35 0.07
H -5.46 0.71 -1.33
H -4.17 0.99 -0.16
H -4.91 -3.98 1.95
H -4.74 -3.52 0.27
H -5.48 -2.40 1.42
H -1.84 -4.60 1.98
H -2.55 -4.03 3.49
H -1.02 -3.35 2.92
H -3.83 -0.14 2.29
H -2.31 -0.51 3.15
H -3.83 -1.22 3.69
C 2.61 -0.32 2.63
S 1.23 -1.23 2.03
O 0.01 -0.35 2.11
O 1.15 -2.45 2.77
O 1.42 -1.42 0.54
H 2.46 -0.19 3.70
H 2.66 0.64 2.13
H 3.49 -0.93 2.44
*
```

=====

Total energy in a.u., matching the order above: -18121.55644 -270.41536 -529.61142 -529.29183 -159.55966 -266.79062 -725.29367 -11264.08953